Below is a 24-piece molecular cluster, C48H144O48 overall, with properties calculated with ωB97M-V/def2-TZVPD.

Results
Gap between HOMO and LUMO = 10.017 eV
Relative energy (zero: lowest compared OMol25 entry of this formula, charge and spin) = 136.0 kJ/mol
LUMO = 0.29 eV
Energy = -150381.7908 eV

Geometry as XYZ:
```
240
Properties=species:S:1:pos:R:3:forces:R:3:mulliken_charge:R:1
C 9.4502 -12.7522 20.5562 0.461 -1.531 0.040 -0.481
C 7.9482 -12.8899 20.6497 -0.195 1.564 -0.177 1.064
O 7.3791 -12.3810 19.4249 1.697 -0.083 0.525 -0.716
O 9.9642 -13.4529 19.3929 -0.729 0.608 0.448 -0.582
H 9.8848 -13.2429 21.4648 -0.124 0.511 -0.782 0.128
H 9.7527 -11.7027 20.5230 -0.100 -0.004 0.014 0.295
H 7.6227 -12.2297 21.4334 0.002 0.510 0.666 -0.196
H 7.5838 -13.8435 21.0089 0.077 -0.718 -0.820 -0.215
H 6.5198 -12.7337 19.3096 -1.497 -0.804 -0.331 0.308
H 9.3363 -13.2039 18.6884 0.364 -0.176 0.246 0.367
C 8.0102 -14.4718 23.5550 0.525 1.145 -0.033 0.405
C 8.0232 -15.3696 24.7269 0.569 0.313 2.247 1.722
O 9.2267 -15.1563 25.5514 -0.485 -0.003 -0.959 -0.618
O 8.1364 -13.0541 23.9166 0.130 -1.330 0.002 -0.518
H 7.0215 -14.5819 23.1610 -0.530 -0.028 -0.702 -0.450
H 8.7770 -14.8032 22.8431 -0.049 0.491 -0.065 -0.082
H 8.0237 -16.4007 24.4001 -0.253 -0.341 -0.094 -0.177
H 7.1070 -15.1539 25.3004 0.400 -0.316 0.144 -0.836
H 9.0154 -15.0545 26.4906 -0.463 -0.082 -0.168 0.303
H 8.9229 -13.0204 24.4810 0.008 0.025 -0.090 0.371
C 5.2038 -17.4625 27.4002 -0.221 -0.851 -2.599 2.617
C 6.0639 -18.3117 28.2720 0.756 0.552 1.892 -1.208
O 5.2549 -18.9808 29.2803 0.098 -1.000 -0.883 -0.540
O 4.7862 -16.1908 27.8791 0.401 -0.123 1.788 1.276
H 4.3105 -18.1080 27.1771 0.520 0.836 -0.339 -1.313
H 5.7882 -17.1944 26.4845 -0.642 -0.725 0.218 -0.448
H 6.7245 -17.5956 28.7765 0.020 -0.305 0.452 0.256
H 6.7626 -19.0540 27.8409 -0.858 0.456 -0.520 0.285
H 5.1019 -19.8880 28.8799 0.302 1.108 0.493 0.362
H 5.0909 -16.1145 28.8208 -0.233 0.144 -0.474 -1.015
C 4.4927 -23.3630 27.2624 -0.459 -0.078 0.623 -0.543
C 5.5396 -22.5574 27.9815 -0.058 1.205 -0.313 -0.446
O 5.5412 -21.1668 27.5107 0.439 -1.059 1.677 -0.319
O 4.5671 -23.2932 25.8616 0.245 -0.227 -0.062 -0.621
H 3.5260 -23.1080 27.7469 0.102 0.043 -0.922 0.219
H 4.7020 -24.3783 27.5727 -0.147 -0.592 -0.117 0.440
H 6.5232 -23.0353 27.9761 0.159 0.404 -0.574 0.297
H 5.2515 -22.5317 29.0258 -0.060 0.187 0.301 0.388
H 5.3950 -21.1704 26.5745 -0.356 -0.227 -1.024 -0.037
H 3.9067 -22.7178 25.4449 -0.034 0.277 0.603 0.362
C 8.3071 -19.0621 19.9448 0.359 0.109 0.176 -0.217
C 8.8198 -20.4821 20.2097 0.499 0.806 -0.247 -0.212
O 10.2541 -20.3979 20.0681 -0.428 -0.765 0.080 -0.558
O 6.8737 -19.0500 19.7657 0.771 -0.168 -0.476 -0.354
H 8.8291 -18.7465 19.0499 -0.081 0.348 -0.425 0.561
H 8.6082 -18.3137 20.7275 -0.580 -0.960 -0.458 -0.387
H 8.3541 -21.2109 19.5476 0.137 0.123 -0.634 0.450
H 8.4954 -20.7859 21.1716 0.089 -0.331 1.329 0.171
H 10.6579 -21.2878 20.0599 -0.485 0.658 0.081 0.290
H 6.7633 -19.5502 18.9358 -0.367 0.242 0.525 0.276
C -2.7774 -12.7209 26.9668 0.355 -0.497 -0.125 -0.531
C -2.8797 -12.6638 25.4439 1.495 -0.125 -1.132 -0.610
O -1.6132 -13.0681 24.7684 -1.797 0.314 0.837 -0.331
O -2.1140 -13.8710 27.5027 -0.063 0.148 -0.394 -0.638
H -3.7459 -12.6473 27.4047 -1.202 -0.134 0.101 0.426
H -2.2762 -11.8770 27.4016 0.699 0.574 -0.183 0.241
H -3.1139 -11.6394 25.0851 -0.132 -0.515 0.462 0.436
H -3.6454 -13.3548 25.0336 0.466 0.312 0.409 0.347
H -0.9231 -12.3971 24.8999 0.207 -0.078 0.233 -0.169
H -2.2672 -14.6364 26.9275 0.220 0.049 -0.029 0.338
C 2.2927 -17.1981 30.8943 -0.328 -0.039 0.710 -0.668
C 1.8697 -17.5145 29.4593 0.014 -2.568 1.415 0.840
O 2.3277 -18.8966 29.1359 -2.620 1.585 0.089 -0.578
O 3.6934 -17.1229 31.1419 0.321 -0.747 -1.287 -0.592
H 1.8860 -17.9705 31.5808 -0.078 0.281 -0.524 0.327
H 1.8840 -16.2402 31.2165 -0.141 0.110 -0.096 0.431
H 2.2326 -16.8129 28.7380 0.178 0.469 -0.538 -0.792
H 0.7649 -17.6029 29.4943 0.595 0.293 -0.403 0.456
H 3.2592 -18.8968 29.1476 2.071 0.077 -0.120 0.269
H 4.0720 -17.8707 30.6189 0.219 0.593 0.664 0.308
C -0.1550 -13.9201 22.5359 -0.383 0.780 0.116 0.649
C 0.7777 -14.2961 21.4329 1.955 1.611 0.863 0.071
O 0.8637 -15.6756 21.3122 -0.513 -1.056 0.182 3.168
O -1.4814 -14.0739 21.9913 -0.240 -0.336 0.612 -0.622
H 0.0350 -12.8530 22.7955 -0.270 -0.909 -0.041 -0.207
H -0.0462 -14.5409 23.4398 0.331 0.246 -0.556 -0.515
H 1.8169 -13.8770 21.6747 -1.353 -0.344 -0.357 -1.166
H 0.4425 -13.7880 20.5247 0.041 -0.178 -0.166 0.466
H 0.9901 -15.9050 20.3843 0.284 -0.146 -0.629 -1.106
H -2.0714 -14.2178 22.7545 0.250 0.213 -0.528 0.410
C 0.7718 -16.2438 25.9404 0.449 0.418 0.924 1.164
C -0.2548 -16.6971 24.9631 -0.917 -0.382 -0.227 0.249
O -1.4210 -15.8925 24.9945 -1.103 -1.397 0.347 -0.672
O 0.8808 -14.8265 25.8383 0.320 0.200 0.222 3.419
H 1.6793 -16.7610 25.5862 0.093 0.158 0.689 -1.496
H 0.4837 -16.5113 26.9850 0.298 -0.049 -0.611 0.383
H -0.5520 -17.7545 25.2246 0.091 1.046 -0.340 0.456
H 0.1950 -16.6987 23.9647 -0.101 0.002 -0.041 -0.656
H -1.2944 -14.9666 24.8015 0.824 0.725 0.076 0.047
H 1.4091 -14.4040 26.5557 -0.347 -0.683 -0.472 -1.578
C 5.8297 -10.9890 25.8550 -0.754 -1.144 -0.171 -0.393
C 4.3133 -10.6704 25.9559 1.426 -1.629 -1.226 -1.029
O 3.5887 -11.8217 25.4293 0.210 0.702 0.641 1.096
O 6.2420 -12.2387 26.5076 -0.629 1.247 -0.392 -0.435
H 6.3789 -10.1537 26.2055 0.677 0.837 0.796 0.592
H 6.0829 -11.0551 24.7988 -0.110 -0.196 -0.065 -0.265
H 4.1790 -9.8842 25.2218 -0.225 0.335 0.139 0.425
H 3.9840 -10.3733 26.9388 -0.247 -0.036 0.331 0.581
H 3.6915 -12.5030 26.1021 0.115 -0.395 0.216 -0.878
H 6.9276 -12.5877 25.9255 -0.020 -0.178 -0.012 0.131
C 1.5724 -16.7426 17.6529 1.657 1.327 -0.985 -0.295
C 2.2813 -15.9387 16.4620 -0.918 -0.771 -0.515 -0.515
O 1.4087 -15.2508 15.5391 0.902 -1.659 -0.292 -0.592
O 1.0833 -15.9296 18.7183 -1.285 0.310 -0.919 -0.694
H 2.3819 -17.3134 18.1127 -0.220 -0.434 -0.253 0.153
H 0.7840 -17.3497 17.2101 0.032 -0.194 0.133 0.382
H 2.8158 -16.6578 15.8045 -0.556 -0.004 0.524 0.396
H 3.0751 -15.2621 16.7407 0.073 0.379 0.898 0.178
H 0.8943 -14.5915 15.9556 -0.672 1.071 1.003 0.314
H 0.1095 -15.7308 18.5730 1.042 0.107 0.141 -0.027
C 2.7818 -19.2218 21.8446 -0.583 -0.666 -0.161 1.551
C 1.4388 -18.7432 21.2887 -0.180 -1.602 -0.822 1.316
O 0.7603 -19.6874 20.3760 0.710 1.533 0.119 -0.750
O 2.5830 -20.4779 22.5377 0.904 0.601 -0.628 -0.746
H 3.1981 -18.4275 22.4754 -0.149 -0.211 0.278 -0.927
H 3.5330 -19.4429 21.0886 -0.180 0.244 -0.331 0.115
H 1.5819 -17.8545 20.7091 0.131 0.404 -0.366 -0.834
H 0.7245 -18.5181 22.0752 0.077 0.119 0.383 -0.586
H 0.8141 -20.5918 20.6681 0.279 -0.384 0.547 0.412
H 1.6534 -20.5210 22.7652 -0.443 -0.185 0.665 0.261
C 1.3082 -9.1728 20.5151 -0.707 0.122 0.361 -0.712
C 0.6654 -10.5543 20.7577 -1.574 -0.123 0.874 -0.681
O 1.3582 -11.4095 21.6525 0.603 0.484 0.486 0.419
O 1.7532 -8.5143 21.7473 0.068 -1.310 -1.205 -0.601
H 0.4592 -8.5726 20.1057 0.974 -0.090 0.164 0.435
H 2.1083 -9.2803 19.7599 -0.133 0.366 0.496 0.218
H 0.5403 -11.1949 19.9041 0.468 0.269 -1.123 0.476
H -0.4222 -10.4623 21.0558 1.067 0.286 0.338 0.360
H 1.2546 -11.0949 22.5651 0.031 0.017 -0.133 -0.311
H 2.6210 -8.9339 21.9635 -0.578 0.393 -0.237 0.406
C 0.8646 -20.4764 25.5501 0.832 -0.670 0.354 -0.881
C 2.3350 -20.1021 25.9200 -1.114 -1.918 -0.371 1.187
O 3.2730 -20.9238 25.1694 -0.589 1.089 0.786 -0.064
O 0.5302 -20.4298 24.1687 0.146 0.265 0.512 -0.432
H 0.2238 -19.8207 26.1745 -0.026 -0.545 -0.351 0.382
H 0.7486 -21.5630 25.7928 -0.112 0.963 0.230 0.384
H 2.4051 -20.4583 26.9475 0.275 0.380 0.160 0.262
H 2.4636 -19.0207 25.9047 0.570 0.072 -0.445 -1.166
H 3.0652 -20.7978 24.2287 0.100 0.158 -0.473 0.360
H 0.1469 -19.5773 23.9416 -0.531 0.024 -0.069 0.069
C 2.6483 -13.7422 29.0464 -0.868 2.008 0.114 -0.410
C 1.1310 -13.7804 29.1767 -0.006 -0.963 0.214 -0.929
O 0.5387 -12.9446 28.2257 -0.737 0.404 -0.792 -0.530
O 3.1127 -13.8971 27.7355 -0.476 -0.283 -0.824 0.858
H 3.0699 -14.4495 29.7584 0.353 0.142 0.071 0.058
H 2.8821 -12.6850 29.2252 0.415 -0.235 0.908 0.531
H 0.8690 -13.4567 30.1877 0.072 -0.007 0.162 0.523
H 0.8138 -14.8237 29.0900 -0.361 -0.055 -0.263 0.244
H -0.3669 -13.2273 27.9244 0.922 -0.238 0.485 0.005
H 3.6182 -14.7014 27.6938 0.637 -0.923 -0.331 -0.735
C 4.7281 -16.1136 20.4422 -0.273 0.655 -0.651 0.621
C 4.1714 -14.7720 19.8925 1.046 -0.730 0.451 0.720
O 4.9377 -14.2208 18.8406 0.714 -0.116 -0.256 -0.678
O 4.5604 -17.0923 19.4175 -0.106 0.047 -0.214 -0.354
H 4.1593 -16.4060 21.3407 0.330 0.102 -0.141 -0.744
H 5.8091 -16.0494 20.6474 -0.408 0.308 0.360 0.840
H 4.1609 -14.0344 20.6769 -0.099 0.342 0.404 -0.690
H 3.1972 -14.9029 19.4878 -1.212 -0.401 0.173 -0.243
H 5.0069 -14.9144 18.1702 0.098 0.160 0.022 0.359
H 5.3985 -17.5559 19.3320 0.052 -0.316 0.091 0.260
C -2.4250 -16.3242 18.8201 0.205 0.598 0.039 -0.727
C -1.7467 -17.4098 19.5933 -0.595 -1.343 0.317 0.194
O -1.8559 -17.1918 21.0098 -0.092 -0.392 -0.491 -0.704
O -1.5433 -15.1970 18.7780 -0.031 0.325 -0.457 -0.601
H -3.3787 -16.1413 19.3134 -0.027 0.503 0.044 0.368
H -2.6277 -16.4698 17.7637 0.012 -0.868 -0.036 0.374
H -0.7189 -17.5625 19.2584 0.026 -0.002 0.224 -0.268
H -2.2857 -18.3555 19.4450 0.174 0.118 -0.144 0.426
H -1.2525 -16.5053 21.2986 0.447 0.523 0.050 -0.099
H -1.6391 -14.6401 19.5436 -0.167 0.339 0.839 0.223
C 6.1340 -9.6071 22.3746 0.083 -1.146 -0.321 -1.113
C 5.1064 -10.7799 22.2007 1.491 1.270 -1.554 2.195
O 4.0150 -10.1857 21.5146 -1.232 -0.491 -0.358 -0.694
O 5.7856 -8.7878 23.4942 -0.483 0.826 -0.904 -0.552
H 6.2866 -9.1134 21.3739 -0.587 0.043 1.072 0.445
H 7.1288 -9.9846 22.6204 -0.109 -0.356 0.068 0.270
H 4.8084 -11.1370 23.1491 -0.313 -0.566 1.088 -0.838
H 5.5783 -11.5928 21.5942 -0.390 0.524 0.398 -0.406
H 3.2339 -10.7933 21.4155 0.997 0.268 0.343 0.219
H 5.2244 -8.0469 23.1941 0.356 -0.602 0.165 0.348
C 10.8442 -17.0775 22.2557 -0.325 -0.411 0.163 -0.060
C 11.5108 -18.3327 22.7871 0.496 0.478 -0.780 0.024
O 12.9064 -18.0956 22.8369 0.608 -0.768 0.224 -0.588
O 11.1811 -15.9387 23.0264 -0.460 -0.182 -0.019 -0.506
H 9.7632 -17.2470 22.2009 -0.175 0.184 0.122 -0.368
H 11.1787 -16.9421 21.2141 0.067 0.230 0.429 0.552
H 11.2775 -19.0833 22.0258 0.145 -0.383 0.174 0.147
H 11.2014 -18.7162 23.7795 -0.154 0.528 -0.314 0.138
H 13.1617 -17.2225 22.5168 -0.524 -0.027 0.125 0.365
H 10.8008 -16.1198 23.9008 0.217 0.484 0.050 0.302
C 6.0797 -19.7894 24.0378 0.258 -0.303 0.389 0.800
C 7.4354 -20.0351 24.6508 0.302 -0.101 -0.698 -0.524
O 8.2515 -20.5979 23.6086 0.880 0.051 0.246 -0.518
O 6.0856 -18.7456 23.0728 -0.443 -0.224 0.509 0.693
H 5.4316 -19.5416 24.8883 -0.253 0.378 -0.524 -0.691
H 5.7250 -20.7726 23.6499 0.065 0.676 -0.079 0.252
H 7.2531 -20.7303 25.4794 0.529 -0.068 0.005 0.299
H 7.9240 -19.1189 24.9977 -0.350 0.037 0.211 0.169
H 9.2040 -20.4179 23.7675 -1.030 -0.174 0.015 0.295
H 6.6523 -19.0135 22.3466 0.066 -0.180 -0.224 -0.358
C -2.0070 -21.3567 21.5441 0.123 -0.028 -0.678 0.071
C -2.6128 -20.3343 22.5105 0.262 0.593 -1.444 -0.671
O -1.6389 -19.4135 22.8879 1.166 0.866 0.687 -0.023
O -3.0143 -22.2443 21.1683 -1.887 -0.362 0.653 -0.582
H -1.2437 -21.9664 22.0613 0.257 0.780 -0.085 0.061
H -1.6247 -20.8825 20.6115 0.234 0.100 0.885 0.129
H -3.0362 -20.8273 23.3418 -0.104 -0.705 1.248 0.414
H -3.4246 -19.7207 22.1285 -0.421 -0.505 -0.815 0.373
H -1.6340 -18.6708 22.2586 -0.199 -0.133 -0.004 0.028
H -2.8370 -22.7522 20.3916 0.526 -0.216 -0.597 0.319
C 3.1234 -14.8373 23.8189 0.629 -1.211 0.180 1.032
C 4.1359 -15.3583 24.8046 0.496 -0.584 0.079 0.604
O 5.1134 -16.2371 24.1688 -0.192 1.704 0.912 1.035
O 2.4786 -16.0437 23.4245 -0.165 -0.339 -1.060 2.606
H 3.6642 -14.3760 22.9886 -0.248 0.260 -0.035 -0.681
H 2.3894 -14.2194 24.3186 0.070 0.605 -0.140 -1.034
H 3.5862 -15.9223 25.5712 0.156 0.090 -0.075 -1.616
H 4.6651 -14.5554 25.3083 0.363 0.115 -0.042 0.312
H 4.6522 -17.0019 23.8472 -0.390 -0.612 -0.385 -1.267
H 2.1835 -16.0071 22.4906 -0.227 0.107 0.579 -1.642
C 0.4465 -9.6927 26.7939 0.774 0.574 -1.458 -1.101
C 0.9507 -10.0528 25.4135 1.526 -1.039 0.041 -0.438
O 0.9523 -11.4530 25.1756 -2.038 -0.079 -0.913 2.043
O 1.2758 -10.1699 27.8062 0.023 -0.498 0.648 -0.610
H -0.5971 -9.9582 26.8930 -0.400 -0.142 0.253 0.161
H 0.5569 -8.6160 26.7062 -0.372 0.517 0.877 0.491
H 1.9733 -9.6872 25.2494 0.042 0.008 0.594 -0.137
H 0.4516 -9.5360 24.6146 -1.044 0.031 -0.324 0.540
H 1.7481 -11.8982 25.4678 0.771 0.410 0.177 -0.789
H 1.0229 -11.0842 28.0559 0.023 0.355 -0.372 0.328
C 7.3249 -14.0526 29.2113 -0.421 0.400 -1.183 -0.155
C 7.0920 -14.7450 30.5086 0.639 0.122 1.150 -0.702
O 6.1186 -15.7537 30.3340 -0.880 -0.558 0.063 -0.256
O 7.6306 -14.9578 28.1382 0.929 0.600 0.492 -0.505
H 8.1374 -13.3048 29.2371 -0.325 -0.444 0.272 0.508
H 6.3847 -13.5077 29.0119 0.376 -0.079 -0.433 -0.093
H 6.7257 -13.9533 31.1690 0.064 -0.147 0.311 0.395
H 8.0284 -15.1585 30.9304 -0.426 -0.019 -0.154 0.294
H 5.5107 -15.9387 31.0854 0.711 0.427 -0.473 0.179
H 6.8162 -15.3237 27.8214 -0.923 -0.286 -0.285 0.043
```
Positions in Å, forces in eV/Å.